Record 1
Entry from OMol25: C3H6N2OS in the gas phase (ωB97M-V with the def2-TZVPD basis set).

Values from the calculation:
Charge: 0
LUMO level: 0.4 eV
Frontier orbital gap: 8.800 eV
Energy relative to the best compared isomer or geometry (same formula, charge and spin): 4.855 eV
2S+1: 1
Structure (SMILES): [H]/N=N/C/C=C\SO

Each line ends with the Löwdin charge.
Positions of all 13 atoms, in Å:
S (-0.014905, 2.192734, 0.243862)  0.90
O (0.221559, 3.187362, -1.123165)  -0.43
N (0.884549, -1.959801, 1.012346)  -0.09
N (1.057323, -2.695871, 0.009633)  0.06
C (-0.769464, -0.329101, -0.277062)  -0.19
C (-0.607940, 0.873110, -0.698448)  -0.47
C (-0.039848, -0.909165, 0.960670)  -0.27
H (-1.165129, 1.341603, -1.551712)  0.10
H (0.078268, 4.007986, -0.665998)  0.00
H (0.536517, -0.115056, 1.434595)  0.08
H (1.875028, -3.410717, 0.121404)  0.09
H (-1.114558, -1.052128, -0.994241)  0.10
H (-0.941401, -1.130957, 1.528115)  0.12

Atomic forces in eV per Å
0.7 0.1 -0.4
0.1 -0.6 1.0
2.1 -3.5 -1.5
0.3 0.7 0.5
2.4 -3.9 -0.1
-1.7 3.5 -0.9
-2.3 2.3 -0.8
0.7 -1.0 0.4
-0.1 1.3 -0.4
-0.4 0.3 0.3
-1.6 1.5 0.7
-0.6 -0.3 0.0
0.5 -0.4 1.2

=====

Record 2
Entry from OMol25: a molecular structure, C39H55BaCl8N3O3P2 (ωB97M-V with the def2-TZVPD basis set).

Values from the calculation:
Charge: +2
LUMO level: -5.3 eV
Frontier orbital gap: 7.204 eV
Energy relative to the best compared isomer or geometry (same formula, charge and spin): 1.740 eV
2S+1: 1

Each line ends with the Löwdin charge.
Positions of all 111 atoms, in Å:
Ba (-0.487421, 0.152998, 1.760669)  1.83
Cl (2.512963, 0.925170, 4.210307)  0.68
Cl (2.982071, 7.137417, 2.924585)  0.60
Cl (3.137665, -1.819767, 5.600544)  0.77
Cl (3.592561, 5.517321, 0.486659)  0.66
Cl (-2.211168, -2.895491, 6.114118)  0.73
Cl (0.735167, -3.179632, 7.306883)  0.74
Cl (-2.906123, -0.338229, 4.467106)  0.59
Cl (3.467919, 4.265046, 3.159475)  0.67
P (-3.123932, 2.887964, 1.108519)  0.48
P (0.107137, 1.040339, -2.156948)  1.17
O (-0.341071, 1.460420, 4.255395)  -0.32
O (-3.089999, 3.522746, -0.260062)  -0.31
O (-2.090048, 1.789933, 1.341638)  -0.73
N (-1.730908, 3.667564, 3.406101)  0.10
N (0.221219, 5.070797, 2.116126)  0.20
N (-5.784477, 2.931676, 0.395768)  0.16
C (1.517501, -1.357820, 5.472654)  -0.73
C (1.156295, -2.578921, 1.381808)  -0.10
C (3.691577, -1.355299, -3.817334)  -0.03
C (-0.061677, -3.259705, 1.241500)  -0.23
C (1.909556, 0.281754, -4.082388)  -0.10
C (-2.338768, 0.045685, -2.239851)  -0.15
C (-0.889266, -1.915308, 5.595794)  -0.71
C (2.848339, 5.488703, 2.094158)  -1.57
C (-0.303827, -3.230456, -2.532087)  -0.38
C (1.379565, 5.225324, 1.976247)  -0.29
C (-2.268328, 2.209281, -3.362649)  -0.11
C (0.440907, -2.108358, 6.006643)  -0.71
C (-4.851119, 2.221992, 1.345231)  -0.17
C (0.648982, -4.315466, -3.079376)  -0.03
C (3.054904, -1.789147, -2.619778)  -0.05
C (-1.691916, -3.819322, -2.634374)  -0.09
C (0.091651, -2.776187, -1.148046)  -0.13
C (1.253598, -0.190439, 4.777243)  -0.61
C (0.996025, 2.847969, -2.385672)  -0.63
C (-3.022175, 3.873607, 2.711407)  -0.19
C (1.766681, -1.870592, 0.345493)  -0.20
C (-1.492778, 0.899449, -3.203335)  -0.67
C (4.183103, -2.443928, 0.727169)  -0.03
C (-1.153287, -0.756816, 4.824479)  -0.59
C (-0.594037, -3.979627, 2.460998)  -0.39
C (3.625064, -0.079692, 0.055280)  -0.07
C (-0.523028, -3.402882, -0.061075)  0.03
C (1.396468, -0.094673, -2.838839)  -0.33
C (-2.097769, -4.319110, 2.295926)  -0.05
C (0.217337, -5.246657, 2.720398)  -0.05
C (0.204122, 3.792277, -1.463345)  -0.13
C (-0.127598, 0.216456, 4.656619)  -0.62
C (3.130901, -1.325740, 0.726481)  -0.39
C (3.097191, -0.326501, -4.556687)  -0.04
C (1.889898, -1.228384, -2.134626)  -0.21
C (1.181436, -1.870405, -0.959432)  -0.07
C (2.384079, 2.767008, -1.717511)  -0.12
C (-1.298079, 0.229098, -4.606943)  -0.08
C (1.148297, 3.325258, -3.836246)  -0.09
H (2.904592, 1.842315, -1.952066)  0.05
H (0.262139, -4.820997, -3.968373)  0.08
H (-1.476276, 2.639707, 3.569796)  0.09
H (4.251678, -0.179002, -0.850690)  0.09
H (3.062600, 3.566449, -2.068302)  0.09
H (0.155094, -5.615676, 3.761079)  0.09
H (0.724452, -5.103611, -2.282695)  0.11
H (-0.126187, -6.062144, 2.046862)  0.10
H (-2.530667, -3.168766, -2.293875)  0.09
H (-2.674925, -3.418411, 2.060775)  0.08
H (-0.436128, -3.359901, 3.331757)  0.10
H (2.824946, 0.641470, -0.226772)  0.05
H (-1.779860, 4.138727, 4.322446)  0.18
H (0.175340, 3.311750, -0.463053)  0.04
H (-2.268302, 0.060624, -5.144319)  0.10
H (5.217958, -2.040840, 0.650222)  0.10
H (0.832886, 4.693221, -1.375794)  0.08
H (-2.367179, -4.788253, 3.267950)  0.09
H (-3.180627, 4.930711, 2.492894)  0.11
H (-1.768965, -4.758455, -2.096682)  0.08
H (-0.968711, 4.138587, 2.849037)  0.05
H (-6.348991, 3.649702, 0.920376)  0.20
H (-1.971055, -4.069297, -3.645483)  0.08
H (-2.186578, -5.060123, 1.512673)  0.07
H (-3.309419, -0.191258, -2.679621)  0.09
H (-3.285800, 1.995553, -3.848611)  0.11
H (-1.809216, 2.960335, -4.045949)  0.08
H (-4.834555, 1.131775, 1.190681)  0.12
H (2.939450, -1.067850, 1.757168)  0.09
H (-0.240819, -2.353095, -3.190783)  0.11
H (-0.858249, 3.997378, -1.696560)  0.06
H (2.036682, 2.838586, -4.334286)  0.08
H (1.650767, -2.544298, 2.350897)  0.13
H (4.132583, -3.189446, -0.086357)  0.08
H (4.603998, -1.851234, -4.169592)  0.12
H (4.308917, 0.488872, 0.756229)  0.11
H (-1.425874, -3.996113, -0.282494)  0.11
H (1.294648, -5.137286, 2.517262)  0.08
H (-6.396761, 2.290485, -0.126338)  0.18
H (1.665243, -3.885658, -3.322059)  0.09
H (-1.886738, -0.907040, -1.981540)  0.04
H (4.055595, -2.993444, 1.698522)  0.10
H (2.263079, 2.846017, -0.624065)  0.06
H (1.347829, 4.459508, -3.884329)  0.12
H (1.307098, 0.920751, -4.750095)  0.09
H (-2.461967, 2.645282, -2.377178)  0.03
H (-5.223532, 2.409249, 2.357051)  0.10
H (3.557995, -2.599103, -2.050786)  0.12
H (-0.721933, 0.860721, -5.316597)  0.08
H (-5.171084, 3.430192, -0.243162)  0.11
H (-2.491610, 0.564657, -1.263878)  0.05
H (-3.848445, 3.523729, 3.337947)  0.09
H (3.501577, -0.079709, -5.521307)  0.11
H (0.252980, 3.110648, -4.450879)  0.06
H (-0.771051, -0.764691, -4.509869)  0.08

Atomic forces in eV per Å
1.2 -1.0 -0.2
-1.0 -1.0 0.3
-0.1 -1.2 -0.8
0.5 -0.5 0.5
-0.2 0.0 0.6
0.7 0.1 -0.1
0.3 -0.5 -0.1
2.0 -0.1 0.0
0.4 -0.3 0.0
1.0 -0.2 -0.8
0.8 1.3 0.6
-0.6 -1.3 -0.8
-0.9 0.0 1.9
-1.6 1.0 0.1
-0.2 -0.1 0.3
3.9 0.4 -0.9
-0.6 0.1 1.0
-0.5 0.5 -0.6
-0.6 0.5 -0.1
-0.8 0.3 0.8
1.2 -0.1 0.2
0.8 -1.1 -0.5
-0.3 -0.2 0.3
0.5 0.9 -0.2
-0.7 1.3 0.0
-0.2 0.4 -1.1
-2.9 0.0 0.9
-0.9 0.4 -0.9
-0.5 -0.4 0.0
0.0 -0.4 0.4
1.2 0.0 0.9
1.5 -0.7 -0.6
-1.4 0.4 0.4
0.7 0.4 -0.1
-1.0 0.1 0.2
-0.4 -1.1 0.2
-0.2 -0.1 -0.9
-0.2 -0.3 -1.0
0.2 -0.2 -0.5
0.6 -0.7 0.8
-0.5 0.2 0.5
-0.6 -0.4 -0.8
0.9 2.3 -0.2
-0.9 0.1 0.0
-1.1 0.0 -0.3
1.2 -0.1 1.3
0.4 -1.2 -0.2
-0.2 -0.3 0.3
0.1 1.9 -0.8
-0.2 -0.2 -0.5
-0.7 -0.5 0.5
-0.4 0.8 -0.3
0.4 -0.8 0.8
0.1 -0.2 -0.1
0.0 -0.6 0.0
0.6 0.9 -0.6
0.0 -0.1 0.0
-0.1 0.3 0.1
0.0 0.7 0.2
-0.5 -0.4 0.3
-0.5 -0.1 0.2
-0.3 0.3 -0.4
0.3 0.6 -0.7
0.2 0.4 0.4
0.7 -0.2 0.1
-0.2 -0.3 0.2
-0.1 0.5 0.3
0.3 -0.6 0.3
0.3 -0.4 -0.3
0.0 0.3 -0.3
0.6 0.1 0.8
-0.7 -0.1 0.4
-0.6 0.1 0.0
-0.5 0.4 -0.8
0.2 0.0 0.2
0.0 -0.2 0.2
-0.3 -0.3 0.4
0.4 -1.0 -0.8
0.3 0.0 -0.5
-0.3 -0.1 -0.2
-0.1 0.1 -0.1
1.3 0.0 0.7
-0.1 -0.5 0.7
-0.2 0.5 -0.2
0.5 0.3 0.6
0.0 -0.2 0.0
0.7 0.1 -0.3
-1.0 0.6 0.6
-0.1 -0.1 0.1
-0.4 0.4 0.3
-0.4 0.3 0.2
-0.7 -0.6 -0.5
0.7 0.3 0.4
-0.3 0.2 0.0
0.1 0.4 0.2
-1.0 -0.7 0.4
0.3 -0.2 -0.1
0.5 0.2 -1.0
0.3 -0.1 -0.3
-0.4 -1.6 0.2
0.8 -0.1 0.7
0.0 0.2 -0.3
0.1 -0.2 -0.2
-0.6 0.5 -0.5
-0.2 -0.3 0.6
0.5 0.4 -0.9
0.0 -0.1 -0.7
0.4 0.1 0.1
0.1 0.2 -0.2
0.5 0.2 0.3
-0.6 1.0 -0.2

=====

Record 3
Entry from OMol25: C6H10OS in the gas phase (ωB97M-V with the def2-TZVPD basis set).

Values from the calculation:
Charge: 0
LUMO level: 0.8 eV
Frontier orbital gap: 9.411 eV
Energy relative to the best compared isomer or geometry (same formula, charge and spin): 1.112 eV
2S+1: 1
Structure (SMILES): C[C@H]1OC=CC[C@@H]1S

Each line ends with the Löwdin charge.
Positions of all 18 atoms, in Å:
S (-1.972982, 1.429139, 0.350650)  0.80
O (-0.999259, -1.025493, -0.831266)  -0.09
C (1.149835, -0.309492, -1.576034)  -0.03
C (-0.891052, -1.567466, 0.418019)  -0.15
C (-0.067680, -1.082065, 1.338076)  -0.11
C (-0.220002, 1.056443, 0.076865)  -0.60
C (-0.227260, 0.096056, -1.106174)  -0.48
C (0.464852, 0.342528, 1.295057)  -0.19
H (1.773258, 0.579273, -1.827689)  0.10
H (0.214341, 0.834189, 2.259057)  0.12
H (0.136876, -1.559750, 2.279469)  0.10
H (1.766119, -0.757765, -0.781022)  0.08
H (-1.740884, 2.477648, 1.175398)  -0.12
H (1.543833, 0.298357, 1.070464)  0.10
H (0.280892, 1.995328, -0.258074)  0.12
H (1.064840, -0.964004, -2.439421)  0.09
H (-0.742162, 0.611506, -1.948013)  0.15
H (-1.533566, -2.454431, 0.504638)  0.13

Atomic forces in eV per Å
-0.1 0.6 0.5
-1.4 -0.9 0.3
1.3 0.7 0.4
0.4 -0.5 -0.4
-0.1 0.9 0.7
0.6 0.2 0.3
0.4 1.2 -0.9
-0.4 -0.1 -1.4
-0.7 -0.4 -0.2
0.5 -0.1 -0.7
-0.5 -0.5 0.1
-0.5 -0.4 -0.3
-0.2 -0.3 -0.2
-0.2 0.4 0.6
-0.2 -0.7 0.5
0.2 -0.1 0.0
0.2 -0.4 0.5
0.6 0.3 0.0